[1]
22
Properties=species:S:1:pos:R:3:forces:R:3 method="wB97M-V/def2-TZVPD" smiles="[H]/N=C/NCCCC[NH3+]" homo_energy_ev=-11.808 charge=+1 lumo_energy_ev=-3.73
H 2.901028 0.685841 0.065397 0.0 0.2 -0.3
H 2.806486 -0.847132 0.835032 -0.2 -0.4 -0.2
H -3.412754 -2.245548 1.496679 0.3 0.0 0.2
H -1.538129 1.799139 0.940577 0.1 0.2 0.5
C 2.286116 -0.206960 0.124152 0.0 0.2 0.5
C 0.200755 1.209115 -0.270608 0.2 1.2 0.2
H 3.154628 -1.343802 -1.455380 0.2 0.5 -0.1
C -1.304839 1.352660 -0.008943 -0.3 -0.9 -0.8
C 0.862175 0.092657 0.544961 -0.3 0.8 -0.8
H 0.627943 2.197573 -0.053529 0.2 -0.2 0.2
H 2.008960 -0.231541 -1.973615 0.2 0.1 0.0
N -2.841866 -1.853447 0.756650 -0.7 -0.2 -0.3
H -2.614820 -0.048860 1.849581 -0.4 -0.1 0.1
H 0.200483 -0.755729 0.365605 0.2 -0.4 0.6
C -2.570440 -0.631896 0.922264 1.0 0.4 0.1
N 2.278559 -0.868775 -1.223347 0.0 -0.9 -0.2
H -2.172217 -0.297128 -1.016850 0.1 0.0 0.0
H 1.595690 -1.633949 -1.238720 -0.2 0.2 0.2
N -1.987930 0.080869 -0.100277 -0.2 0.0 -0.3
H 0.883225 0.409754 1.585995 -0.2 -0.4 0.1
H 0.338824 1.136949 -1.358103 0.0 -0.5 0.0
H -1.701876 2.000210 -0.787520 -0.1 0.3 0.1

=====

[2]
22
Properties=species:S:1:pos:R:3:forces:R:3 method="wB97M-V/def2-TZVPD" homo_energy_ev="-13.850 / -13.794" charge=+1 lumo_energy_ev="-7.29 / -7.38"
H -1.205128 -0.350873 1.980482 1.3 0.1 -0.9
C -1.297918 0.799737 0.049461 0.9 -1.9 -0.7
H -2.815882 0.284380 -1.472941 1.4 0.1 -0.3
H 2.229826 1.186265 0.832360 0.6 -1.2 -1.5
N 0.181827 -2.163901 0.314412 -2.2 0.2 0.2
H 1.378699 -1.022852 1.472440 -1.1 0.7 -1.2
N 1.426035 -0.372749 -0.409389 -1.6 -0.7 0.6
C 2.397192 0.530558 -0.122564 2.3 2.6 0.1
H 2.470346 1.179879 -1.087046 0.2 -0.9 1.6
C -0.497861 0.086821 1.213498 -0.1 1.3 -0.1
H -0.821031 -2.278313 0.150062 0.4 -0.1 0.4
C 0.561122 -0.828794 0.590073 1.7 -2.5 0.5
H 0.186145 0.822086 1.658800 -0.9 0.3 0.5
H -2.012815 1.412516 0.479934 -1.7 0.8 1.5
H -1.270578 -0.754068 -1.481164 0.0 0.3 -0.6
H 0.181141 2.161109 -0.080243 1.5 1.5 1.4
N -0.464694 1.749092 -0.662725 -2.0 -1.6 0.3
C -2.003400 -0.216439 -0.887271 -1.2 0.7 -0.4
H -0.041023 1.437705 -1.475269 0.7 -0.8 -2.1
H 3.442588 -0.015505 -0.127660 -1.7 0.9 0.1
H 0.656538 -2.648292 -0.415986 0.8 -0.1 -0.4
H -2.681129 -0.998362 -0.519265 0.6 0.1 1.2

=====

[3]
22
Properties=species:S:1:pos:R:3:forces:R:3 method="wB97M-V/def2-TZVPD" smiles="C[C@@H](N)C/C([NH3+])=C/N" homo_energy_ev=-12.632 charge=+1 lumo_energy_ev=-2.94
N -1.080659 -0.992670 1.143922 -1.0 3.2 -1.7
C 0.128377 -1.062223 0.326485 0.1 1.3 -0.9
H 0.895719 1.615595 0.394575 0.0 0.2 0.7
H 1.832140 -2.139293 -0.105156 0.5 0.1 -0.7
C 0.498405 2.369066 -1.558642 -0.7 -0.4 0.6
H -1.545612 0.175163 0.992018 1.7 -1.6 0.3
H -1.775411 -1.572255 0.737017 -1.1 -0.9 -0.7
H -1.285299 2.487310 0.720833 0.1 1.0 0.7
H 1.450170 2.124513 -1.971366 0.8 -0.2 -0.3
H -1.846430 1.837743 -0.623861 -0.2 -0.1 -0.3
H -0.237228 2.236105 -2.334470 -0.4 -0.1 -0.5
N -1.209147 1.688098 0.144352 0.0 -1.7 0.3
H 1.494138 -3.741139 1.358520 1.2 -1.2 0.1
H -0.941189 -1.382476 2.038263 0.1 0.2 1.7
C 0.158970 1.461604 -0.374079 0.0 -0.9 -0.7
H -0.532160 -0.183290 -1.497020 -1.1 -0.4 -0.7
H 0.458182 -2.902317 2.247628 -0.3 -0.1 0.3
C 0.948519 -2.074491 0.481337 0.1 -0.3 0.0
H 1.126601 -0.163277 -1.365420 0.8 -0.5 0.0
H 0.497000 3.410506 -1.285437 0.0 0.4 0.2
C 0.239050 -0.052031 -0.778269 0.0 1.5 0.8
N 0.725863 -3.140242 1.308767 -0.8 0.4 0.7

=====

[4]
23
Properties=species:S:1:pos:R:3:forces:R:3 method="wB97M-V/def2-TZVPD" smiles=NC1(N)C[NH2+]C[C@@H]1CO homo_energy_ev=-12.983 charge=+1 lumo_energy_ev=-3.18
H 0.676282 -2.195911 -0.776133 1.4 0.1 -0.1
H 1.296130 0.509786 1.859149 -1.0 -0.4 0.1
C 0.107312 1.954629 0.208922 1.5 -1.3 -0.2
H -2.145925 0.747896 -0.104593 -0.1 0.3 -0.1
H -2.458620 -0.842487 0.001502 -0.8 -0.6 -0.4
C -0.066896 -1.797385 -0.124525 0.8 0.7 -1.4
H -0.525764 2.465903 -0.539459 0.2 -0.2 0.4
O 1.401171 2.597483 0.357665 -0.6 -4.5 -1.2
N 0.411087 -1.388452 1.176636 -3.6 1.9 2.1
H 1.299930 0.574983 -1.086257 -1.1 0.1 1.6
C 0.551615 0.510772 -0.208003 0.3 1.1 -2.0
H -0.378179 1.805133 1.193490 -0.1 0.7 -0.5
H -0.692799 -2.618008 -0.051759 -2.1 -1.2 0.4
H -0.495878 -1.269649 1.826329 1.8 0.8 -2.2
H 0.832786 -1.984398 1.787234 2.4 -2.9 1.3
H 2.250900 -0.354422 0.827508 -0.6 -0.7 -0.3
H -0.459631 -1.255109 -2.701534 0.1 -0.7 -0.5
C -0.560840 -0.465930 -0.704722 -0.1 -0.1 0.8
N -1.751652 -0.153210 0.104081 0.7 0.2 0.0
H -1.035610 0.357879 -2.498833 -0.1 0.0 -0.7
N -0.675546 -0.491531 -2.121033 -0.6 0.8 1.3
H 1.242862 3.443547 0.587464 -0.5 4.6 1.3
C 1.177264 -0.151521 0.986870 2.0 1.3 0.4

=====

[5]
23
Properties=species:S:1:pos:R:3:forces:R:3 method="wB97M-V/def2-TZVPD" smiles="C/N=C(/C)N(N)N(C)C" homo_energy_ev=-7.361 charge=0 lumo_energy_ev=0.98
H -3.166004 -0.490414 0.273622 0.0 0.1 0.0
N 0.935357 1.176826 -0.408057 1.1 0.2 1.4
N -1.184861 -0.706283 -0.247694 2.0 -1.4 2.3
H -1.155300 0.518458 -2.002121 0.1 0.0 0.1
H -2.097946 -0.974711 -2.070829 0.1 -0.1 0.1
C 0.222490 2.311014 0.098759 -0.7 0.0 -1.1
H -0.032194 -2.482496 1.613556 0.1 0.0 -0.1
H -2.346019 1.067111 0.091599 0.2 0.0 0.1
C 2.618584 -0.279321 0.425711 0.1 -0.4 0.3
H 2.958141 -0.903979 -0.400803 0.1 -0.1 0.0
H 0.836253 -2.665584 0.208223 -0.2 0.1 0.1
H -2.016486 0.008920 1.506856 0.0 0.2 0.0
C 1.175452 0.098093 0.225419 0.1 0.6 -1.5
C -2.217164 0.033847 0.436964 0.0 -0.2 0.2
H -0.536277 2.603373 -0.631979 -0.3 0.3 0.2
N 0.196833 -0.792103 0.617596 -2.4 0.5 -1.5
C -1.177242 -0.530807 -1.677965 0.8 0.3 0.0
H -0.318747 -1.044619 -2.109275 -0.1 0.0 -0.1
H 3.214604 0.629333 0.462192 -0.1 0.0 -0.2
H 0.926704 3.146994 0.151815 -0.1 0.1 0.2
H -0.249161 2.155302 1.075704 0.0 0.0 -0.1
H 2.756114 -0.824593 1.355652 0.0 -0.2 0.0
N 0.656868 -2.054360 1.005054 -0.8 0.1 -0.3

=====

[6]
23
Properties=species:S:1:pos:R:3:forces:R:3 method="wB97M-V/def2-TZVPD" homo_energy_ev=-16.235 charge=+2 lumo_energy_ev=-6.15
H 5.342369 0.164110 -0.654897 1.0 2.0 -0.3
H -8.532110 1.854601 0.471691 0.2 -0.2 0.4
H -8.852344 0.663887 1.711522 -0.1 -0.3 0.2
C -9.029241 0.140311 -0.221875 -2.6 -2.5 -4.0
N 3.731653 1.253312 -0.495854 -2.7 1.5 0.3
H 1.093021 0.929805 0.065164 -0.2 1.6 -0.1
C 3.176421 0.309453 0.183412 2.1 -2.3 -0.7
H 4.625279 -1.334366 -0.287479 0.4 0.3 0.0
H 4.926092 -0.317873 1.265897 0.4 -0.6 -0.1
N -9.529784 -0.379467 -1.169044 1.5 0.0 1.9
C 1.018717 -1.120793 -0.201695 3.7 -1.1 0.5
H 1.590444 0.123104 1.549390 -0.3 -0.1 0.1
C 1.650212 0.128710 0.463287 1.3 -0.1 -0.6
H -9.466246 -1.159605 -1.861463 0.1 1.1 0.8
C 4.229521 -0.836269 0.605098 -2.4 0.4 0.6
H 5.319983 1.640988 -1.674275 -0.1 -0.6 1.6
N -8.724860 0.884474 0.735574 0.8 1.8 0.7
H 1.679391 -1.989741 0.230938 -1.5 1.0 -1.4
H 0.015537 -1.298814 0.081436 -1.0 0.1 0.4
H 1.093512 -1.010571 -1.311432 0.0 -0.4 0.9
H 5.687303 1.827455 0.079279 -1.3 -1.7 -2.2
N 5.154446 1.226757 -0.706168 0.7 -0.6 0.9
H 3.800676 -1.699459 1.141505 -0.1 0.7 0.0

=====

Calculated ΔE to the lowest compared entry with this formula, charge and spin, 39.1; 139.0; 38.0; 49.4; 94.2; 53.4 kcal/mol (same order as the records).